Molecular formula: C4H4N4O
Method: DFT, ωB97M-V/def2-TZVPD

XYZ file:
```
13
Properties=species:S:1:pos:R:3:lowdin_charge:R:1
C -1.21 -0.52 -0.68 -0.297
C -1.07 -1.20 0.73 -0.060
C 1.59 1.57 -0.86 -0.206
C -0.05 0.34 -0.84 -0.241
H -1.76 -0.63 1.34 0.132
H -1.31 -2.26 0.65 0.128
H 0.46 -0.55 2.04 0.123
H 2.28 2.43 -1.12 0.123
N 0.31 -0.89 1.11 0.054
N 0.66 0.19 0.27 -0.149
N 1.79 0.88 0.29 0.134
N 0.50 1.29 -1.58 0.146
O -2.19 -0.66 -1.36 0.113
```

HOMO energy: -9.766 eV
Orbital gap: 0.3562 Ha
SMILES: O=C1CNn2ncnc21
ΔE to the lowest compared entry with this formula, charge and spin: 174.76 kJ/mol

Molecular formula: C15H26I2N10O3STb
Method: DFT, ωB97M-V/def2-TZVPD

XYZ file:
```
58
Properties=species:S:1:pos:R:3:lowdin_charge:R:1
Tb -0.88 -0.30 -0.21 1.351
C 3.72 0.02 -1.87 0.017
N 3.53 0.16 -0.43 -0.109
C 4.74 0.34 0.34 0.006
C 2.31 0.24 0.06 -0.370
O 1.28 0.19 -0.65 -0.150
C 2.15 0.33 1.58 -0.072
O 0.77 0.49 1.94 -0.175
C 0.44 1.78 2.45 -0.060
C -0.36 2.55 1.40 -0.368
O -0.95 1.87 0.52 -0.277
N -0.44 3.86 1.47 -0.106
C 0.19 4.65 2.51 0.008
C -1.16 4.61 0.46 0.017
H 4.14 0.95 -2.27 0.120
H 2.77 -0.19 -2.34 0.090
H 4.42 -0.79 -2.06 0.113
H 4.96 1.40 0.49 0.119
H 5.58 -0.10 -0.20 0.112
H 4.69 -0.15 1.32 0.101
H 2.75 1.14 1.99 0.143
H 2.50 -0.61 2.03 0.148
H 1.33 2.33 2.75 0.136
H -0.19 1.62 3.34 0.161
H 0.05 4.21 3.49 0.108
H -0.28 5.63 2.52 0.114
H 1.25 4.78 2.31 0.118
H -1.37 3.97 -0.39 0.056
H -0.56 5.45 0.14 0.119
H -2.11 4.98 0.87 0.121
N 1.50 -4.14 0.77 0.083
C 0.84 -3.10 1.29 -0.100
N 0.27 -2.40 0.32 -0.005
C 0.61 -3.10 -0.82 -0.298
N 1.36 -4.14 -0.55 0.162
C 0.18 -2.74 -2.17 -0.194
C 0.37 -3.64 -3.23 -0.020
N 0.02 -3.33 -4.46 0.138
C -0.50 -2.14 -4.68 -0.053
C -0.72 -1.25 -3.64 -0.116
N -0.39 -1.53 -2.37 -0.009
H 2.04 -4.86 1.23 0.194
H 0.78 -2.88 2.34 0.148
H 0.80 -4.61 -3.06 0.135
H -0.77 -1.90 -5.71 0.134
H -1.13 -0.26 -3.84 0.050
N -3.16 0.21 1.56 -0.005
N -4.31 -0.60 1.40 -0.056
C -4.34 -1.66 0.55 -0.815
N -5.43 -2.41 0.52 0.152
S -3.05 -2.03 -0.47 0.572
H -2.85 0.15 2.54 0.119
H -3.42 1.19 1.38 0.103
H -5.09 -0.47 2.03 0.174
H -6.21 -2.26 1.14 0.141
H -5.49 -3.17 -0.13 0.128
I -2.73 1.64 -2.08 0.345
I -4.42 0.03 -3.39 0.301
```

HOMO energy (spin up / spin down): -16.911 / -16.912 eV
Orbital gap (spin up / spin down): 0.2766 / 0.2813 Ha
Multiplicity: 7
Charge: +3
⟨S²⟩: 12.614
ΔE to the lowest compared entry with this formula, charge and spin: 263.59 kJ/mol

Molecular formula: C3H4N4
Method: DFT, ωB97M-V/def2-TZVPD

XYZ file:
```
11
Properties=species:S:1:pos:R:3:lowdin_charge:R:1
C 2.04 0.19 0.02 -0.058
C 1.12 -0.67 -0.02 -0.229
C -2.13 0.61 -0.04 -0.149
H 3.21 0.07 -0.24 0.106
H 1.69 1.26 0.94 0.190
H 1.40 -1.69 -0.64 0.171
H -2.85 1.62 -0.40 0.169
N -0.28 -0.33 0.13 -0.243
N -0.76 0.92 0.04 0.090
N -2.30 -0.79 0.04 0.013
N -1.14 -1.19 0.19 -0.059
```

HOMO energy: -10.275 eV
Orbital gap: 0.4007 Ha
ΔE to the lowest compared entry with this formula, charge and spin: 631.23 kJ/mol

Molecular formula: C5H11O2
Method: DFT, ωB97M-V/def2-TZVPD

XYZ file:
```
18
Properties=species:S:1:pos:R:3:lowdin_charge:R:1
C 2.75 0.99 -0.07 -0.242
C 2.84 0.18 -1.31 -0.195
H 2.89 0.43 0.86 0.062
H 3.24 2.01 0.01 0.061
H 1.69 1.40 0.12 0.067
H 3.56 -0.65 -1.15 0.059
H 3.15 0.79 -2.14 0.046
H 1.81 -0.29 -1.40 0.076
C -1.98 0.36 0.12 -0.179
C -1.84 0.38 -1.46 -0.127
C -1.01 -0.67 0.84 -0.834
O -1.50 -1.49 1.60 -0.056
O 0.12 -0.24 0.83 -0.073
H -1.60 1.31 0.67 0.108
H -3.01 0.17 0.56 0.084
H -2.63 0.19 -2.19 0.035
H -1.06 -0.39 -1.67 0.061
H -1.50 1.38 -1.80 0.047
```

HOMO energy: -3.828 eV
Orbital gap: 0.2893 Ha
Charge: -1
ΔE to the lowest compared entry with this formula, charge and spin: 140.76 kJ/mol

Molecular formula: C6H10N2O3S
Method: DFT, ωB97M-V/def2-TZVPD

XYZ file:
```
22
Properties=species:S:1:pos:R:3:lowdin_charge:R:1
C -3.19 0.48 1.48 -0.090
C -2.37 0.43 0.08 -0.255
O -0.94 0.54 0.25 -0.209
C -0.36 -0.66 0.79 -0.192
C 0.93 -1.17 -0.05 -0.118
N 1.65 -0.03 -0.68 -0.154
N 2.04 0.95 0.26 0.038
C 1.77 2.10 -0.32 -0.558
S 1.10 3.43 -1.07 0.686
C 2.74 -0.45 -1.57 -0.419
O 2.58 -0.25 -2.80 0.059
O 3.97 -1.01 -1.15 0.069
H -2.58 0.06 2.36 0.078
H -3.43 1.58 1.71 0.078
H -4.14 -0.14 1.31 0.079
H -2.66 -0.51 -0.49 0.119
H -2.73 1.33 -0.53 0.126
H -1.11 -1.53 0.85 0.134
H 0.05 -0.40 1.84 0.128
H 1.59 -1.79 0.64 0.128
H 0.58 -1.84 -0.92 0.144
H 4.52 -1.11 -1.96 0.131
```

HOMO energy: -9.210 eV
Orbital gap: 0.3185 Ha
SMILES: CCOCCN(N=C=S)C(=O)O
ΔE to the lowest compared entry with this formula, charge and spin: 351.70 kJ/mol

Molecular formula: C16H18Br2Cl2F6O6S
Method: DFT, ωB97M-V/def2-TZVPD

XYZ file:
```
51
Properties=species:S:1:pos:R:3:lowdin_charge:R:1
C -2.03 -5.13 -1.20 -0.168
C -1.29 -3.79 -1.08 -0.714
Br 0.18 -3.60 -2.27 0.910
C -1.65 -2.85 -0.22 -0.593
Br -3.24 -3.32 0.82 0.888
C -0.96 -1.46 -0.03 -0.307
C -1.35 -0.52 -1.19 -0.394
F -1.23 0.79 -0.86 0.132
F -0.57 -0.64 -2.28 0.096
C -2.81 -0.67 -1.76 -0.579
F -2.92 -1.65 -2.63 0.201
F -3.03 0.44 -2.47 0.166
F -3.75 -0.70 -0.84 0.167
C -1.55 -0.94 1.35 -0.153
C -0.86 0.30 1.99 -0.217
C -1.82 1.55 2.05 -0.022
C -1.36 2.80 1.32 -0.466
O -0.50 3.53 1.59 0.188
F -2.14 3.14 0.24 0.083
C 0.58 0.61 1.54 -0.288
C 1.29 1.37 2.70 -0.124
C 2.64 1.99 2.29 -0.140
C 2.65 2.77 0.94 -0.091
C 3.57 4.01 1.03 -0.539
O 4.70 3.89 1.30 0.149
O 3.00 5.22 0.74 0.105
O 1.28 -0.68 1.55 -0.167
S 0.86 -1.61 0.31 0.638
O 1.05 -2.96 0.72 -0.262
O 1.70 -1.28 -0.80 -0.279
H -1.63 -5.68 -2.06 0.059
H -3.10 -5.00 -1.34 0.059
H -1.76 -5.71 -0.30 0.090
H -2.62 -0.73 1.28 0.082
H -1.37 -1.79 2.02 0.106
H -0.74 0.04 3.05 0.148
H -2.83 1.31 1.67 0.125
H -1.99 1.85 3.09 0.139
H 0.67 1.12 0.58 0.138
H 1.53 0.59 3.45 0.132
H 0.61 2.06 3.22 0.118
H 3.06 2.64 3.08 0.123
H 3.36 1.17 2.19 0.122
H 1.66 3.01 0.54 0.090
H 3.13 2.12 0.20 0.133
H 2.29 5.05 0.11 0.112
C 1.74 -0.50 -5.04 -1.034
Cl 3.03 0.64 -5.47 0.505
Cl 2.03 -2.10 -5.72 0.496
H 1.69 -0.58 -3.96 0.008
H 0.80 -0.12 -5.43 0.027
```

HOMO energy: -9.878 eV
Orbital gap: 0.3547 Ha
SMILES: C/C(Br)=C(\Br)[C@@]1(C(F)(F)C(F)(F)F)C[C@H](CC(=O)F)[C@@H](CCCC(=O)O)OS1(=O)=O.ClCCl
ΔE to the lowest compared entry with this formula, charge and spin: 81.35 kJ/mol